{"formula": "C22H65N10O4P3", "method": "wB97M-V/def2-TZVPD", "spin_multiplicity": 2, "homo_lumo_gap_ev": [1.872, 8.428], "charge": -1, "s2": 0.7504, "elements": ["O", "P", "N", "C", "C", "N", "C", "C", "N", "C", "C", "H", "H", "H", "H", "H", "H", "H", "H", "H", "H", "H", "H", "H", "H", "H", "H", "H", "H", "O", "P", "N", "C", "C", "N", "C", "C", "N", "C", "C", "H", "H", "H", "H", "H", "H", "H", "H", "H", "H", "H", "H", "H", "H", "H", "H", "H", "H", "O", "P", "N", "C", "C", "N", "C", "C", "N", "C", "C", "H", "H", "H", "H", "H", "H", "H", "H", "H", "H", "H", "H", "H", "H", "H", "H", "H", "H", "C", "C", "C", "O", "C", "N", "H", "H", "H", "H", "H", "H", "H", "H", "H", "H", "H"], "xyz": [[-4.911251, -3.127375, 0.516970], [-3.504788, -2.692735, 1.003155], [-3.444869, -1.150043, 1.802035], [-2.297783, -0.204706, 1.622098], [-4.372944, -0.868333, 2.942299], [-2.480503, -2.671363, -0.375689], [-1.891640, -3.900630, -0.903822], [-2.789963, -1.675964, -1.449987], [-2.743017, -3.802746, 2.129171], [-1.420173, -3.573064, 2.783829], [-3.545649, -4.860750, 2.792976], [-1.410571, -0.580358, 2.131849], [-2.484104, 0.821285, 1.939456], [-2.190266, -0.265825, 0.539137], [-5.055765, -0.125971, 2.529056], [-3.788771, -0.427341, 3.749994], [-4.927984, -1.754616, 3.249737], [-2.642636, -4.539709, -1.368251], [-1.273305, -3.590862, -1.746312], [-1.374731, -4.490676, -0.147016], [-2.048253, -0.927514, -1.728888], [-3.339422, -2.192226, -2.237176], [-3.594410, -1.042083, -1.076944], [-0.836539, -4.451876, 2.509669], [-0.852633, -2.715661, 2.422073], [-1.626747, -3.512226, 3.852341], [-3.018204, -5.725117, 3.196422], [-4.178281, -5.211674, 1.977680], [-4.201822, -4.408829, 3.536822], [0.914185, -0.291467, 3.014675], [0.849136, 0.994911, 3.786753], [0.380120, 2.331602, 2.839577], [-0.069067, 2.155301, 1.470974], [0.578737, 3.752210, 3.226775], [2.309573, 1.382765, 4.576203], [3.508954, 1.424038, 3.775933], [2.503059, 1.148864, 5.942555], [-0.261280, 0.885924, 5.085229], [-1.059647, -0.326855, 5.315616], [-0.650475, 2.000125, 5.946626], [-1.080947, 2.498074, 1.254833], [0.005034, 1.107191, 1.181046], [0.468324, 2.757891, 0.738717], [1.153623, 4.157193, 2.393950], [0.946609, 3.820866, 4.250517], [-0.405113, 4.221098, 3.243890], [4.264009, 2.177670, 3.999642], [3.975310, 0.473319, 4.034273], [3.167744, 1.503525, 2.743775], [2.088605, 1.944523, 6.561633], [2.231782, 0.147967, 6.278290], [3.564245, 1.271975, 6.159003], [-2.102737, -0.191528, 5.029685], [-0.489073, -1.026913, 4.705314], [-0.964519, -0.520711, 6.384010], [-0.885028, 2.988461, 5.551331], [0.069872, 2.174007, 6.745986], [-1.526386, 1.658857, 6.498355], [2.011212, 2.562557, -6.084960], [0.863960, 2.413004, -5.150801], [0.290184, 0.735946, -5.038189], [1.115155, -0.328506, -5.429976], [-1.062486, 0.378187, -4.630216], [-0.489839, 3.361706, -5.522258], [-0.314392, 4.781665, -5.176292], [-1.356609, 3.174736, -6.693409], [1.166168, 2.655859, -3.444119], [2.596656, 2.609921, -3.006277], [0.175572, 2.574839, -2.365855], [0.686015, -1.102789, -6.065925], [1.540629, -0.819072, -4.554530], [1.960750, 0.041038, -6.010078], [-0.973116, -0.260149, -3.751213], [-1.502475, -0.137167, -5.483991], [-1.684561, 1.195470, -4.265308], [0.455422, 4.912499, -4.415784], [-0.129201, 5.405302, -6.050872], [-1.202608, 5.254984, -4.757812], [-2.262383, 3.781080, -6.697919], [-0.886929, 3.432222, -7.642732], [-1.777749, 2.169731, -6.666866], [2.796130, 1.659938, -2.510451], [3.232904, 2.539351, -3.888498], [2.820321, 3.435960, -2.331203], [-0.450217, 3.394906, -2.717967], [0.638764, 2.538557, -1.379840], [-0.323229, 1.612763, -2.482964], [2.368875, -3.687800, -2.307787], [3.452115, -2.620472, -2.536258], [3.131229, -1.228527, -1.746115], [3.093884, -1.601356, -0.359981], [2.235198, -0.796650, 0.467906], [4.759569, -3.212898, -2.337540], [2.276187, -3.808396, -1.228449], [2.732060, -4.537657, -2.885675], [1.431603, -3.499242, -2.831300], [3.499456, -2.222518, -3.549908], [2.164280, -0.784385, -1.982423], [3.893456, -0.496891, -2.014118], [1.191407, -0.936410, 0.186727], [2.481213, 0.260736, 0.370404], [2.599539, -1.229856, 1.399416], [5.079968, -2.571133, -1.626493], [4.438290, -3.952978, -1.729958]], "forces_ev_per_angstrom": [[2.94, 0.85, 2.10], [-1.37, -0.78, -0.15], [0.11, -1.08, -0.42], [-0.80, -1.67, -0.61], [0.73, 0.05, -1.70], [0.45, 1.45, 0.78], [-0.53, 0.33, -0.16], [-1.85, -0.36, 1.63], [-0.16, 0.57, -0.81], [-1.24, -0.35, -0.90], [-0.71, 1.09, -1.68], [0.18, 0.21, -0.05], [-0.49, -0.19, -0.01], [0.83, 0.73, 0.12], [-0.37, 0.08, 0.56], [-0.20, -0.18, 0.15], [0.12, 0.04, 0.04], [-0.39, -0.22, 0.09], [0.57, -0.17, 0.32], [0.20, 0.27, -0.10], [0.67, -0.78, -0.21], [0.68, 0.01, -0.62], [-0.16, 0.14, 0.33], [0.33, -0.10, 0.52], [-0.39, 0.20, 0.02], [0.54, 0.08, 0.14], [0.54, 0.37, -0.06], [-0.36, -0.34, 0.31], [0.05, -0.23, 0.39], [-0.42, 1.20, 0.56], [-0.49, 0.31, 0.55], [0.82, -0.78, 0.67], [-0.10, -0.28, -0.36], [-0.96, -1.47, -0.41], [-2.00, 1.26, -1.68], [-0.30, -0.92, -0.11], [0.83, 0.24, 1.68], [0.28, 0.93, -0.75], [1.76, 0.85, -0.38], [0.00, -0.35, 0.80], [-0.51, -0.08, 0.60], [0.04, 0.05, 0.03], [0.85, 0.09, 0.24], [0.47, 0.68, 0.58], [0.65, 0.15, -0.38], [-0.11, 0.26, -0.14], [-0.50, 0.55, 0.22], [0.59, -0.32, -0.94], [0.64, -0.19, -0.20], [-0.52, -0.28, 0.22], [-0.27, -0.01, 0.18], [0.24, -0.26, -0.10], [0.01, -0.19, -0.10], [-0.80, -0.81, 0.19], [-0.27, -0.56, 0.01], [0.03, -0.27, -0.76], [0.36, 0.04, 0.03], [-0.26, 0.21, -0.14], [-0.44, -0.16, 1.08], [-0.94, -2.39, 1.89], [-1.06, 3.55, -0.93], [1.62, -0.55, -0.26], [0.83, -0.07, 0.17], [-0.08, 0.61, 0.64], [-0.26, 0.27, 0.15], [-0.07, -0.61, 0.32], [2.59, 0.70, -1.80], [-1.08, -0.71, -0.79], [0.09, -0.55, -2.41], [-0.68, 0.01, -0.03], [0.10, -0.43, 0.19], [0.08, 0.19, 0.06], [-0.23, -0.61, -0.09], [-0.62, -0.23, 0.25], [0.20, 0.31, -0.54], [0.19, -0.05, -0.27], [0.60, -0.15, -0.23], [-0.46, -0.51, 0.20], [0.14, 0.49, 0.77], [0.39, -0.38, -0.08], [0.47, -0.23, -0.40], [-0.12, -0.06, 0.48], [0.08, 0.67, 0.01], [0.19, 0.05, -0.18], [-0.89, 0.02, 1.67], [-0.11, 0.87, -0.22], [-0.51, -0.05, 0.29], [0.60, 0.77, -1.29], [-2.20, 2.96, -1.42], [0.23, -2.83, 0.67], [0.26, 0.80, -1.36], [1.65, -0.96, -0.36], [-0.57, 0.37, 1.74], [-0.26, -0.45, -0.17], [0.13, -0.61, 0.66], [-0.25, 0.55, 0.52], [-0.70, -0.36, -0.55], [-0.23, -0.28, -0.57], [0.34, 0.15, 0.35], [-0.17, -0.24, 0.39], [0.09, 0.17, 0.20], [-1.24, 0.76, 0.57], [1.37, 0.11, 0.24], [0.96, -0.98, 0.27]]}

---

{"formula": "C22H65N9O4P3S", "method": "wB97M-V/def2-TZVPD", "homo_lumo_gap_ev": 6.593, "charge": 1, "elements": ["C", "C", "C", "C", "S", "O", "H", "H", "H", "H", "H", "H", "H", "H", "H", "H", "H", "O", "P", "N", "C", "C", "N", "C", "C", "N", "C", "C", "H", "H", "H", "H", "H", "H", "H", "H", "H", "H", "H", "H", "H", "H", "H", "H", "H", "H", "O", "P", "N", "C", "C", "N", "C", "C", "N", "C", "C", "H", "H", "H", "H", "H", "H", "H", "H", "H", "H", "H", "H", "H", "H", "H", "H", "H", "H", "O", "P", "N", "C", "C", "N", "C", "C", "N", "C", "C", "H", "H", "H", "H", "H", "H", "H", "H", "H", "H", "H", "H", "H", "H", "H", "H", "H", "H"], "xyz": [[-6.931923, 4.722088, -3.856699], [-5.545930, 5.364595, -3.843637], [-5.189846, 6.033194, -2.509750], [-4.632425, 5.026341, -1.486910], [-3.487552, 5.854275, -0.383047], [-4.330228, 6.444696, 0.840145], [-7.140230, 4.305988, -4.846520], [-7.719441, 5.445725, -3.632460], [-7.008454, 3.883656, -3.155050], [-4.791787, 4.613292, -4.104368], [-5.499183, 6.131400, -4.623078], [-6.034462, 6.591297, -2.095551], [-4.404837, 6.774717, -2.705816], [-4.012271, 4.275102, -1.989200], [-5.400755, 4.566949, -0.858168], [-2.842434, 4.791494, 0.188927], [-5.167880, 5.974028, 0.988776], [-1.379682, 2.990321, 0.234515], [-0.982315, 1.867589, 1.125180], [-0.801842, 0.490124, 0.220864], [-0.612328, -0.836934, 0.797249], [-0.080599, 0.649482, -1.049641], [-2.297975, 1.703420, 2.211964], [-2.767253, 0.459464, 2.796206], [-3.384713, 2.591110, 1.870753], [0.238509, 1.786557, 2.262450], [0.139808, 2.760571, 3.368104], [1.585989, 1.909739, 1.653897], [0.375904, -0.987611, 1.244307], [-0.729967, -1.581199, 0.009984], [-1.357315, -1.067700, 1.543241], [0.992813, 0.810023, -0.919327], [-0.481821, 1.489992, -1.613443], [-0.203879, -0.248531, -1.654137], [-3.259751, -0.194161, 2.066751], [-3.489226, 0.687806, 3.583841], [-1.948484, -0.077831, 3.272023], [-3.975083, 2.229508, 1.013242], [-2.933752, 3.537982, 1.588907], [-4.065280, 2.757088, 2.709798], [0.147602, 3.798786, 3.017932], [0.994607, 2.614619, 4.027292], [-0.763927, 2.589924, 3.945023], [1.705199, 2.831609, 1.075351], [1.793261, 1.059397, 1.007115], [2.332212, 1.901677, 2.446229], [3.509052, 0.415633, -2.157699], [4.343643, 1.031801, -3.204669], [5.009525, -0.200319, -4.129391], [6.024143, -0.012415, -5.156677], [4.095008, -1.297278, -4.457693], [5.561542, 1.878363, -2.384182], [6.923812, 2.014172, -2.867159], [5.537001, 1.759931, -0.927272], [3.978126, 2.219191, -4.336300], [3.633612, 3.534744, -3.763547], [2.890636, 1.812853, -5.250207], [5.641852, 0.466975, -6.067238], [6.410924, -0.993397, -5.436379], [6.866580, 0.561057, -4.801545], [3.343157, -1.032346, -5.209340], [3.575324, -1.628978, -3.561375], [4.669237, -2.139069, -4.845546], [7.494870, 1.081172, -2.795968], [7.440325, 2.766350, -2.266849], [6.939677, 2.376623, -3.894104], [5.956367, 0.812748, -0.569079], [4.522187, 1.844885, -0.549575], [6.122973, 2.578973, -0.503587], [2.766762, 3.489666, -3.093982], [3.401487, 4.214330, -4.583861], [4.478168, 3.940449, -3.215416], [1.973553, 1.531592, -4.720555], [3.208408, 0.976124, -5.869314], [2.660481, 2.640417, -5.919966], [-0.299109, -4.410378, 1.834928], [-0.668147, -5.346838, 2.910888], [-1.434449, -4.458610, 4.122986], [-1.801934, -4.983237, 5.429963], [-2.387274, -3.456293, 3.649290], [0.786328, -5.990198, 3.488355], [1.030031, -6.331443, 4.877320], [1.998422, -5.463575, 2.860969], [-1.544428, -6.777270, 2.871012], [-0.917829, -7.864028, 2.089145], [-2.922487, -6.586357, 2.371987], [-2.649604, -5.680228, 5.400316], [-2.085620, -4.144254, 6.068060], [-0.976553, -5.477180, 5.919372], [-3.320535, -3.879793, 3.260605], [-1.934440, -2.861897, 2.857485], [-2.646164, -2.787909, 4.472913], [1.143207, -5.448936, 5.518509], [1.953677, -6.910205, 4.944102], [0.238526, -6.969850, 5.267940], [2.283410, -4.478212, 3.248236], [1.875015, -5.381780, 1.785630], [2.817300, -6.160239, 3.053187], [-0.754317, -7.589667, 1.041786], [-1.578418, -8.730296, 2.120743], [0.033086, -8.145891, 2.529771], [-2.954618, -6.123506, 1.379936], [-3.495457, -5.973084, 3.065313], [-3.417128, -7.554753, 2.314462]], "forces_ev_per_angstrom": [[0.04, -0.28, -0.17], [-0.41, 0.08, -0.01], [0.52, 0.14, -0.11], [-0.27, 0.36, -0.01], [0.67, 0.01, 0.13], [-0.25, 0.03, -0.22], [0.00, 0.08, 0.11], [0.10, -0.04, 0.04], [0.00, 0.17, 0.02], [0.01, 0.14, 0.06], [-0.02, -0.09, 0.09], [0.00, -0.15, -0.05], [-0.08, -0.08, 0.03], [-0.08, -0.10, 0.22], [0.15, -0.31, -0.19], [-0.13, -0.23, -0.14], [0.13, -0.10, 0.16], [1.19, 0.90, -0.09], [-2.08, -2.08, 1.18], [0.22, 0.14, -0.45], [0.29, -0.20, 0.12], [-0.02, 0.19, -0.29], [0.04, 0.21, -0.58], [0.19, -0.04, 0.26], [-0.39, 0.18, -0.17], [0.69, 1.48, -0.49], [-0.11, -0.14, 0.18], [0.03, -0.43, -0.04], [0.02, 0.07, -0.02], [0.02, 0.06, -0.04], [-0.04, 0.06, 0.10], [0.03, -0.11, -0.06], [-0.03, 0.03, 0.08], [-0.08, -0.03, 0.08], [0.00, -0.01, 0.01], [0.00, 0.05, -0.04], [0.04, -0.02, -0.07], [-0.08, 0.01, 0.05], [-0.32, 0.14, 0.19], [0.14, -0.19, 0.12], [0.06, -0.01, -0.01], [0.02, 0.00, -0.03], [-0.04, 0.00, -0.07], [0.00, 0.02, 0.05], [-0.04, 0.01, -0.03], [-0.03, -0.01, 0.02], [-1.50, 0.47, -0.52], [3.17, -0.06, 0.53], [-0.36, -0.15, -0.22], [-0.14, 0.06, -0.26], [-0.04, -0.24, 0.32], [-0.09, -0.36, 0.27], [-0.04, 0.32, -0.20], [-0.03, 0.00, 0.10], [-1.54, 0.07, 0.34], [0.21, 0.11, -0.04], [0.27, -0.13, -0.25], [-0.04, 0.00, 0.02], [-0.04, -0.01, 0.01], [0.01, 0.10, 0.05], [0.05, -0.01, -0.07], [-0.02, 0.07, 0.00], [0.05, 0.03, 0.03], [0.01, 0.00, -0.01], [-0.03, -0.03, 0.03], [-0.03, -0.05, -0.04], [0.01, 0.01, 0.00], [-0.01, -0.07, -0.04], [0.04, -0.02, -0.04], [-0.03, -0.01, -0.03], [-0.02, -0.03, -0.01], [0.00, -0.07, 0.04], [0.00, 0.04, 0.01], [0.01, -0.04, 0.04], [0.03, 0.01, 0.01], [-1.08, -0.40, -1.06], [1.85, -0.02, 2.53], [-0.34, 0.13, -0.20], [-0.29, -0.13, -0.03], [0.18, 0.31, -0.11], [0.13, 0.46, -0.11], [-0.12, -0.37, -0.01], [0.07, 0.03, -0.08], [-0.40, 0.13, -1.51], [0.09, -0.13, 0.18], [-0.12, 0.05, 0.36], [0.00, 0.00, -0.04], [-0.01, 0.01, -0.04], [0.07, -0.08, -0.03], [-0.03, -0.01, 0.07], [0.01, -0.08, -0.03], [0.06, -0.02, 0.02], [0.00, 0.00, 0.01], [0.01, 0.03, -0.04], [-0.05, 0.04, 0.00], [0.01, -0.01, 0.02], [-0.06, 0.05, 0.02], [-0.02, 0.00, 0.05], [-0.05, 0.00, 0.00], [-0.02, 0.02, 0.00], [0.02, 0.08, 0.00], [0.02, -0.04, -0.02], [0.03, 0.04, 0.00], [0.03, -0.01, 0.02]]}

---

Number 1: E_tot -2749.75013 Ha. Number 2: E_tot -3093.08490 Ha.